1.
ORCA calculation (ωB97M-V/def2-TZVPD) on a cluster of 2 separate species, C5H12NOS2 in total.

Results
Net charge: +1
LUMO energy (eV): -3.82
Kohn-Sham gap (eV): 9.10

Each line ends with the natural charge from an NBO analysis.
Geometry (Å):
C: 1.724 0.197 -0.055  -0.53
C: 3.901 -1.565 0.088  -0.78
C: -1.148 0.255 0.799  -0.50
C: -2.596 -0.200 0.492  -0.05
C: -0.496 0.492 -0.513  0.27
N: -0.579 1.680 -1.079  -0.73
O: -2.520 -1.380 -0.267  -0.73
S: 2.817 1.388 0.392  0.24
S: 2.121 -1.395 -0.249  0.52
H: 4.453 -0.953 -0.619  0.24
H: 4.147 -2.612 -0.051  0.26
H: 4.110 -1.259 1.110  0.25
H: -1.176 1.154 1.415  0.23
H: -0.656 -0.554 1.335  0.25
H: -3.124 0.588 -0.065  0.17
H: -3.115 -0.363 1.445  0.19
H: -0.437 -0.370 -1.166  0.24
H: -0.336 1.820 -2.048  0.42
H: 1.940 2.410 0.385  0.13
H: -0.779 2.502 -0.526  0.41
H: -3.392 -1.785 -0.334  0.49

***

2.
ORCA calculation (ωB97M-V/def2-TZVPD) on a cluster of 2 separate species, CH3NO3S in total.

Results
Net charge: 0
LUMO energy (alpha / beta) (eV): -2.39 / -4.37
Kohn-Sham gap (alpha / beta) (eV): 6.45 / 2.61

Each line ends with the natural charge from an NBO analysis.
Geometry (Å):
C: -0.430 -0.649 1.279  0.44
N: -0.257 -0.137 0.090  -0.89
O: -0.461 0.989 -3.180  -0.87
O: 0.502 2.785 -1.589  -0.74
O: -1.358 -0.561 2.045  -0.47
S: -0.658 2.021 -1.924  1.56
H: 0.293 -1.461 1.527  0.09
H: 0.707 -0.423 -0.203  0.33
H: -1.277 0.427 -3.470  0.55

***

3.
ORCA calculation (ωB97M-V/def2-TZVPD) on a cluster of 7 separate species, C38H64INO27S6 in total.

Results
Net charge: 0
LUMO energy (eV): -0.05
Kohn-Sham gap (eV): 8.70
SMILES: CCCCCCCCCCCCN1C(=O)c2cc(C)c([C@H](I)CC)c(CCO)c2C1=O.O=S1(=O)OCCO1.O=S1(=O)OCCO1.O=S1(=O)OCCO1.O=S1(=O)OCCO1.O=S1(=O)OCCO1.O=S1(=O)OCCO1

Each line ends with the Löwdin charge.
Geometry (Å):
C: -6.711 3.470 -0.022  -0.12
C: -6.873 3.319 1.518  -0.26
C: -6.442 1.910 2.004  -0.22
C: -5.038 1.882 2.647  -0.21
C: -3.962 2.487 1.742  -0.21
C: -2.549 2.539 2.370  -0.20
C: -2.037 1.212 2.951  -0.19
C: -1.177 0.396 1.931  -0.19
C: -0.027 -0.388 2.625  -0.20
C: -0.197 -1.923 2.570  -0.17
C: 0.162 -2.382 1.114  -0.16
C: -0.321 -3.794 0.689  -0.09
N: -1.804 -3.932 0.458  0.04
C: -2.598 -2.741 0.453  -0.37
O: -3.228 -2.318 1.371  0.15
C: -2.481 -2.238 -0.967  -0.07
C: -2.681 -0.985 -1.517  0.04
C: -2.455 -0.804 -2.888  -0.18
C: -2.642 0.625 -3.386  -0.03
C: -2.072 -1.873 -3.732  -0.17
C: -1.835 -1.698 -5.226  -0.60
I: 0.145 -0.879 -5.533  1.13
C: -2.981 -0.986 -6.014  -0.26
C: -2.649 0.385 -6.634  -0.18
C: -1.871 -3.160 -3.165  -0.09
C: -1.446 -4.394 -3.943  -0.09
C: -2.578 -5.441 -4.037  -0.24
O: -2.970 -5.657 -5.396  -0.07
C: -2.066 -3.287 -1.794  -0.03
C: -1.908 -4.481 -0.865  -0.36
O: -1.857 -5.643 -1.141  0.15
H: -7.649 3.265 -0.548  0.07
H: -5.939 2.796 -0.402  0.05
H: -6.442 4.506 -0.264  0.07
H: -6.349 4.137 2.020  0.10
H: -7.948 3.418 1.711  0.09
H: -7.196 1.539 2.707  0.10
H: -6.471 1.241 1.135  0.11
H: -5.090 2.385 3.620  0.12
H: -4.810 0.818 2.791  0.10
H: -3.922 1.992 0.760  0.10
H: -4.253 3.528 1.537  0.10
H: -1.863 2.960 1.625  0.10
H: -2.595 3.280 3.181  0.11
H: -1.377 1.463 3.788  0.09
H: -2.826 0.578 3.367  0.10
H: -0.771 1.123 1.215  0.09
H: -1.871 -0.237 1.368  0.08
H: 0.056 -0.088 3.673  0.10
H: 0.900 -0.115 2.100  0.09
H: 0.501 -2.371 3.286  0.10
H: -1.204 -2.247 2.851  0.11
H: -0.115 -1.594 0.401  0.08
H: 1.261 -2.428 1.083  0.12
H: 0.013 -4.511 1.444  0.12
H: 0.196 -4.030 -0.252  0.13
H: -2.975 -0.155 -0.878  0.12
H: -1.688 0.952 -3.815  0.06
H: -2.836 1.272 -2.526  0.08
H: -3.476 0.721 -4.079  0.08
H: -1.775 -2.698 -5.645  0.05
H: -3.818 -0.891 -5.312  0.10
H: -3.345 -1.598 -6.846  0.11
H: -2.200 1.085 -5.932  0.03
H: -3.557 0.871 -7.019  0.08
H: -2.003 0.235 -7.504  0.06
H: -0.661 -4.875 -3.347  0.12
H: -1.000 -4.188 -4.915  0.11
H: -2.194 -6.393 -3.646  0.11
H: -3.423 -5.183 -3.383  0.12
H: -3.437 -6.500 -5.397  0.08
C: -2.289 -6.650 5.045  -0.17
C: -1.690 -6.228 3.722  -0.17
O: -0.661 -5.290 4.057  -0.20
S: -0.023 -5.708 5.474  0.61
O: 1.161 -6.452 5.238  -0.21
O: -0.057 -4.569 6.311  -0.24
O: -1.175 -6.735 5.939  -0.18
H: -2.979 -5.894 5.426  0.13
H: -2.801 -7.607 4.984  0.13
H: -2.422 -5.764 3.064  0.13
H: -1.222 -7.072 3.210  0.13
C: 4.300 -0.385 -6.971  -0.16
C: 5.289 0.717 -7.278  -0.16
O: 4.482 1.892 -7.403  -0.18
S: 3.225 1.786 -6.410  0.59
O: 3.526 2.519 -5.235  -0.22
O: 2.043 2.025 -7.157  -0.23
O: 3.337 0.209 -6.096  -0.31
H: 3.786 -0.715 -7.877  0.14
H: 4.764 -1.240 -6.485  0.14
H: 5.843 0.538 -8.195  0.13
H: 5.990 0.867 -6.453  0.14
C: 3.208 4.504 1.502  -0.17
C: 3.590 3.048 1.402  -0.16
O: 3.272 2.502 2.688  -0.18
S: 1.994 3.267 3.293  0.61
O: 0.827 2.497 3.040  -0.21
O: 2.322 3.717 4.596  -0.21
O: 2.005 4.515 2.287  -0.17
H: 3.969 5.076 2.033  0.12
H: 3.030 4.952 0.530  0.13
H: 4.643 2.909 1.174  0.14
H: 2.985 2.532 0.656  0.10
C: 3.992 -1.163 6.338  -0.17
C: 3.276 -1.109 7.670  -0.17
O: 2.199 -2.041 7.539  -0.18
S: 2.645 -3.251 6.581  0.62
O: 3.074 -4.337 7.385  -0.20
O: 1.665 -3.400 5.575  -0.25
O: 3.955 -2.541 5.958  -0.19
H: 3.462 -0.583 5.578  0.13
H: 5.020 -0.816 6.405  0.13
H: 2.895 -0.117 7.900  0.14
H: 3.922 -1.448 8.483  0.13
C: 1.844 0.407 -0.976  -0.16
C: 3.299 0.089 -0.693  -0.17
O: 3.655 -0.877 -1.687  -0.18
S: 2.828 -0.577 -3.038  0.56
O: 3.640 0.168 -3.928  -0.23
O: 2.180 -1.775 -3.428  -0.32
O: 1.740 0.414 -2.402  -0.19
H: 1.184 -0.371 -0.587  0.11
H: 1.539 1.370 -0.574  0.13
H: 3.452 -0.315 0.305  0.14
H: 3.934 0.969 -0.831  0.13
C: 5.831 8.717 -0.858  -0.16
C: 5.101 8.940 0.450  -0.16
O: 4.731 7.622 0.881  -0.19
S: 5.848 6.575 0.407  0.60
O: 6.730 6.335 1.490  -0.20
O: 5.202 5.521 -0.292  -0.22
O: 6.589 7.517 -0.651  -0.18
H: 5.133 8.544 -1.679  0.14
H: 6.490 9.543 -1.111  0.14
H: 4.220 9.566 0.337  0.14
H: 5.759 9.373 1.206  0.14

***

4.
ORCA calculation (ωB97M-V/def2-TZVPD) on a structure of composition C38H47N4OPtS2.

Results
Net charge: -1
LUMO energy (alpha / beta) (eV): 2.57 / 0.53
Kohn-Sham gap (alpha / beta) (eV): 4.53 / 4.25
2S+1: 3

Each line ends with the Mulliken spin population.
Geometry (Å):
Pt: 0.036 -0.357 0.110  0.03
C: 5.798 -2.181 -1.447  0.00
C: 5.586 -0.832 -0.752  0.01
C: 4.302 -0.786 0.014  -0.01
C: 4.118 -1.030 1.331  -0.03
C: 5.268 -1.357 2.255  -0.01
C: 5.001 -1.776 3.698  0.01
C: 2.679 -0.914 1.577  0.02
N: 2.040 -0.614 0.393  0.10
C: 3.000 -0.527 -0.576  -0.06
C: 2.802 -0.250 -1.899  0.12
C: 1.562 -0.012 -2.521  0.01
C: 1.379 0.311 -3.888  0.06
C: 2.470 0.452 -4.905  0.01
C: 3.124 1.836 -4.880  0.01
C: 0.024 0.527 -4.066  0.03
C: -0.588 0.315 -2.808  0.07
C: -1.964 0.471 -2.539  0.07
C: -2.569 0.295 -1.332  0.00
N: -1.956 -0.086 -0.165  0.10
C: -2.917 -0.080 0.811  -0.01
C: -2.724 -0.363 2.129  0.08
C: -1.488 -0.663 2.732  0.06
N: -0.290 -0.684 2.081  -0.02
C: 0.663 -0.967 3.020  0.06
C: 2.043 -1.071 2.776  0.07
C: 0.056 -1.136 4.292  0.04
C: -1.299 -0.950 4.111  0.05
C: -2.377 -0.974 5.150  0.00
C: -2.731 0.425 5.665  0.01
C: 0.772 -1.497 5.557  0.00
C: 1.072 -2.996 5.663  0.00
C: -4.200 0.307 0.228  -0.02
C: -3.986 0.537 -1.082  -0.02
C: -4.971 0.954 -2.128  0.00
C: -5.417 -0.214 -3.013  0.00
C: -5.461 0.507 1.007  0.00
C: -5.495 1.881 1.684  -0.01
N: 0.356 -0.021 -1.874  0.00
C: -0.694 0.873 -5.335  0.01
C: -1.343 -0.344 -6.001  0.01
H: 6.736 -2.202 -2.007  0.00
H: 4.979 -2.390 -2.136  0.00
H: 5.820 -2.987 -0.710  0.00
H: 5.602 -0.031 -1.496  0.00
H: 6.423 -0.638 -0.077  0.00
H: 5.942 -0.493 2.274  0.00
H: 5.845 -2.157 1.779  0.00
H: 4.549 -0.973 4.279  0.00
H: 5.947 -2.034 4.178  0.00
H: 4.350 -2.649 3.753  0.00
H: 3.679 -0.211 -2.533  0.05
H: 2.065 0.262 -5.903  0.00
H: 3.235 -0.313 -4.740  0.00
H: 2.381 2.609 -5.090  0.00
H: 3.924 1.922 -5.621  0.00
H: 3.546 2.041 -3.894  0.00
H: -2.589 0.789 -3.364  0.02
H: -3.593 -0.338 2.775  0.03
H: 2.646 -1.297 3.638  0.02
H: -2.061 -1.599 5.989  0.00
H: -3.276 -1.448 4.744  0.00
H: -1.857 0.895 6.119  0.00
H: -3.530 0.391 6.410  0.00
H: -3.055 1.064 4.842  0.00
H: 0.170 -1.188 6.416  0.00
H: 1.709 -0.936 5.630  0.00
H: 0.145 -3.571 5.637  0.00
H: 1.604 -3.238 6.587  0.00
H: 1.682 -3.322 4.818  0.00
H: -4.529 1.742 -2.744  0.00
H: -5.842 1.401 -1.644  0.00
H: -4.559 -0.671 -3.509  0.00
H: -6.123 0.113 -3.780  0.00
H: -5.897 -0.986 -2.409  0.00
H: -5.561 -0.279 1.761  0.00
H: -6.321 0.402 0.340  0.00
H: -4.643 1.994 2.356  0.00
H: -6.412 2.021 2.260  0.00
H: -5.425 2.673 0.937  0.00
H: 0.007 1.339 -6.034  0.00
H: -1.461 1.627 -5.132  0.00
H: -0.586 -1.086 -6.260  0.00
H: -1.881 -0.067 -6.911  0.00
H: -2.046 -0.820 -5.315  0.00
C: 0.632 3.262 -1.773  0.02
O: -0.683 3.761 -2.117  -0.01
C: -1.609 3.699 -1.199  -0.07
S: -3.138 4.336 -1.433  0.51
S: -1.457 3.125 0.356  0.55
H: 1.183 3.248 -2.707  0.01
H: 0.560 2.257 -1.362  -0.02
H: 1.091 3.937 -1.050  0.00

***

Asked for molar mass across the records above, the calculation gives 166.3 109.1 1286.2 835.0 g mol⁻¹ in order.
Asked for max |F| across the records above, the calculation gives 1.05 3.59 2.13 0.21 eV Å⁻¹ in order.